{"formula": "C26H59FN7O8P2", "method": "ωB97M-V/def2-TZVPD", "energy_ha": -2793.16108, "e_homo_ev": -11.54, "lumo_ev": -3.66, "charge": 1, "species": ["C", "C", "C", "C", "C", "N", "C", "N", "C", "N", "C", "C", "C", "C", "N", "C", "N", "N", "N", "C", "C", "F", "H", "H", "H", "H", "H", "H", "H", "H", "H", "H", "H", "H", "H", "H", "H", "H", "H", "H", "H", "H", "H", "H", "H", "H", "H", "H", "H", "H", "H", "O", "P", "O", "C", "C", "O", "C", "C", "O", "C", "C", "H", "H", "H", "H", "H", "H", "H", "H", "H", "H", "H", "H", "H", "H", "H", "O", "P", "O", "C", "C", "O", "C", "C", "O", "C", "C", "H", "H", "H", "H", "H", "H", "H", "H", "H", "H", "H", "H", "H", "H", "H"], "xyz": [[-4.302, 1.002, 5.533], [-4.396, -0.663, 5.501], [-5.946, -1.052, 5.922], [-4.034, -1.279, 3.989], [-2.381, -1.393, 3.800], [-1.945, -1.777, 2.417], [-2.184, -3.270, 2.124], [-1.690, -3.573, 0.708], [-1.192, -2.185, 0.340], [-0.622, -2.038, -0.885], [-0.004, -0.822, -1.512], [-1.074, 0.225, -2.208], [-2.627, -0.324, -2.243], [-3.533, 0.943, -2.850], [-4.197, 1.730, -1.741], [-3.959, 3.223, -1.858], [-4.585, 4.000, -2.813], [-2.992, 3.866, -0.870], [-1.370, -1.097, 1.354], [-1.098, 0.360, 1.447], [-2.469, 1.280, 1.720], [-0.192, 0.576, 2.638], [-3.328, 1.303, 6.143], [-5.263, 1.500, 6.014], [-4.225, 1.328, 4.391], [-3.682, -1.087, 6.341], [-6.638, -0.832, 4.990], [-6.261, -0.326, 6.802], [-6.064, -2.152, 6.334], [-4.566, -2.331, 3.956], [-4.433, -0.527, 3.180], [-2.050, -2.249, 4.559], [-1.947, -0.394, 4.222], [-2.666, -4.102, 2.791], [-0.610, -2.917, -1.488], [0.737, -0.291, -0.745], [0.703, -1.189, -2.402], [-0.756, 0.370, -3.349], [-0.965, 1.298, -1.723], [-2.689, -1.204, -3.040], [-3.012, -0.632, -1.179], [-2.768, 1.586, -3.502], [-4.313, 0.501, -3.611], [-5.250, 1.625, -1.838], [-5.216, 3.416, -3.409], [-2.804, 4.871, -1.158], [-2.085, 3.344, -1.022], [-0.560, 0.884, 0.559], [-2.381, 2.355, 1.261], [-2.616, 1.388, 2.892], [-3.418, 0.684, 1.308], [3.803, -3.770, 2.301], [4.015, -3.004, 3.629], [4.056, -4.366, 4.571], [5.256, -5.115, 4.600], [6.346, -4.380, 5.354], [2.380, -2.714, 3.797], [1.538, -2.578, 2.662], [0.795, -3.880, 2.413], [4.252, -2.147, 5.114], [3.359, -1.132, 5.547], [2.321, -1.711, 6.499], [5.574, -5.354, 3.579], [5.036, -6.059, 5.109], [6.644, -3.473, 4.818], [7.230, -5.013, 5.475], [5.994, -4.068, 6.343], [2.100, -2.248, 1.779], [0.814, -1.788, 2.882], [1.478, -4.732, 2.331], [0.200, -3.822, 1.496], [0.125, -4.100, 3.250], [2.902, -0.618, 4.696], [3.951, -0.384, 6.085], [1.806, -2.578, 6.082], [1.574, -0.955, 6.762], [2.804, -2.057, 7.420], [1.418, 1.242, -5.542], [2.184, 2.582, -5.671], [0.936, 3.386, -6.407], [-0.120, 3.857, -5.592], [0.325, 5.026, -4.735], [2.938, 2.089, -7.075], [3.229, 0.719, -7.312], [2.178, 0.122, -8.233], [3.039, 4.078, -5.814], [4.294, 4.167, -6.472], [4.104, 4.586, -7.923], [-0.511, 3.041, -4.974], [-0.924, 4.182, -6.260], [1.069, 4.706, -3.999], [-0.523, 5.460, -4.199], [0.793, 5.803, -5.349], [3.322, 0.158, -6.374], [4.206, 0.670, -7.801], [1.164, 0.278, -7.852], [2.339, -0.952, -8.365], [2.218, 0.603, -9.215], [4.857, 3.232, -6.378], [4.879, 4.938, -5.957], [3.392, 3.950, -8.453], [5.057, 4.564, -8.460], [3.700, 5.603, -7.973]], "forces_ev_per_a": [[0.496, -0.708, -0.556], [-0.745, 0.432, 0.406], [0.315, 0.440, 0.149], [0.261, 0.420, 0.902], [-1.302, 0.615, 2.609], [-2.046, -6.185, 1.431], [2.544, 3.639, -5.329], [-1.156, 6.603, 5.127], [-0.570, -1.071, 0.424], [-0.090, -0.494, 0.122], [1.396, 0.955, -0.995], [0.017, -0.134, -0.591], [0.288, 1.078, -0.790], [1.017, -1.178, -0.965], [-0.300, 1.608, -0.890], [-1.578, 2.593, -2.966], [2.420, -3.271, 3.903], [-0.422, -1.222, -2.850], [0.328, -3.333, -2.048], [-0.432, 2.638, 1.402], [-0.184, -1.016, 0.860], [-1.805, -0.723, -2.616], [-2.160, -0.341, -1.462], [2.164, -1.134, -1.027], [-0.104, -0.262, 2.590], [-1.295, 0.691, -1.882], [1.249, -0.624, 1.994], [0.584, -1.565, -1.862], [0.243, 2.180, -1.157], [1.208, 2.070, -0.379], [0.505, -1.674, 1.510], [-0.358, 1.843, -1.894], [-0.453, -1.939, -1.316], [1.085, 2.242, -1.061], [-0.193, 1.630, 1.474], [-1.763, -1.201, -1.571], [-1.616, 0.511, 2.193], [-0.538, -0.301, 2.556], [-0.463, -2.184, -0.778], [0.148, 1.694, 1.993], [0.623, 0.517, -2.173], [-1.854, -1.104, 1.508], [1.411, 0.941, 1.594], [1.856, 0.167, 0.196], [0.640, 0.355, 0.842], [-0.613, -1.692, 0.197], [-1.226, 0.732, 0.423], [-0.809, -1.967, 1.418], [-0.136, -2.312, 0.720], [0.433, -0.222, -2.507], [2.169, 1.518, 0.637], [3.658, 2.989, -0.290], [-6.970, -5.142, 3.239], [0.907, 0.389, -0.222], [0.436, -0.467, 0.207], [0.112, 0.039, 0.136], [0.527, 1.409, -0.220], [-0.189, -0.316, -0.082], [0.330, -0.191, -0.241], [1.510, 0.275, -2.775], [-0.233, 1.082, 0.179], [0.069, -0.383, 0.193], [-0.022, -0.032, 0.028], [-0.145, 0.152, -0.114], [0.079, -0.020, 0.003], [-0.078, 0.083, -0.053], [0.047, -0.119, -0.172], [-0.061, -0.262, 0.141], [0.086, 0.090, 0.220], [0.057, 0.263, -0.025], [0.576, -0.217, 0.449], [-0.037, 0.062, -0.008], [-0.045, -0.164, 0.195], [0.073, -0.135, -0.128], [0.070, 0.196, -0.144], [0.166, 0.018, -0.037], [-0.035, 0.184, -0.100], [1.488, 1.282, 4.383], [-2.114, -0.202, -9.325], [-0.178, 0.286, 1.123], [-0.366, 0.353, -0.053], [-0.003, 0.171, 0.093], [0.923, 0.371, 1.351], [-0.085, -0.568, -0.264], [-0.181, -0.005, -0.119], [-0.556, -1.860, 2.624], [1.241, 0.125, -0.037], [-0.401, 0.179, -0.122], [-0.053, -0.047, 0.011], [0.164, -0.153, -0.020], [-0.005, 0.035, 0.050], [0.059, -0.046, -0.029], [-0.139, -0.163, 0.090], [-0.188, 0.145, -0.232], [0.004, 0.186, 0.006], [0.214, -0.059, 0.138], [0.021, 0.114, -0.006], [0.088, -0.088, 0.110], [-0.153, 0.159, -0.170], [-0.165, -0.096, 0.091], [0.190, -0.092, 0.166], [-0.062, 0.014, 0.175], [0.181, -0.084, 0.072]], "mulliken_charge": [-0.804, 0.256, -1.244, -0.361, -0.888, 0.331, -0.237, -0.615, -0.129, 0.099, -0.894, -0.057, -0.133, -0.348, -0.264, 0.225, -0.692, -0.481, 1.026, 0.093, -0.496, -0.369, 0.219, 0.380, 0.053, 0.303, 0.284, 0.374, 0.316, 0.283, 0.137, 0.397, 0.274, 0.311, 0.330, 0.163, 0.461, 0.341, -0.156, 0.328, 0.067, 0.047, 0.310, 0.344, 0.258, 0.334, 0.197, 0.090, 0.187, 0.124, 0.173, -0.731, 1.080, -0.337, -0.282, -1.009, -0.354, -0.330, -1.177, -0.313, -0.037, -1.085, 0.280, 0.297, 0.284, 0.409, 0.230, 0.414, 0.159, 0.459, 0.491, 0.148, 0.158, 0.360, 0.245, 0.349, 0.346, -0.696, 1.085, -0.364, -0.214, -1.064, -0.351, -0.350, -1.157, -0.329, -0.110, -1.110, 0.183, 0.323, 0.252, 0.428, 0.251, 0.336, 0.378, 0.264, 0.386, 0.314, 0.234, 0.349, 0.281, 0.361, 0.324]}

{"formula": "C13H24O7P2PdSbSeTe", "method": "ωB97M-V/def2-TZVPD", "s2": 6.024, "e_above_lowest_kj_mol": 22.2, "energy_ha": -4756.62904, "multiplicity": 5, "e_homo_ev": [-10.55, -11.50], "lumo_ev": [-2.50, -5.36], "charge": 1, "species": ["Pd", "C", "C", "O", "P", "O", "O", "O", "P", "O", "O", "O", "H", "H", "H", "H", "H", "H", "H", "C", "Te", "C", "C", "C", "C", "C", "C", "C", "H", "H", "H", "H", "H", "H", "H", "H", "Se", "C", "Sb", "C", "C", "H", "H", "H", "H", "H", "H", "H", "H", "H"], "xyz": [[0.915, -0.753, -0.494], [4.147, 2.292, -1.179], [3.161, 1.401, -1.903], [3.249, 1.445, -3.317], [3.486, -0.375, -1.607], [2.456, -1.157, -2.561], [4.925, -0.696, -2.158], [3.352, -0.867, -0.227], [1.446, 1.757, -1.323], [1.334, 3.278, -1.802], [0.439, 0.917, -2.082], [1.351, 1.638, 0.174], [5.168, 2.061, -1.476], [4.042, 2.136, -0.106], [3.932, 3.338, -1.399], [3.025, 2.334, -3.628], [2.397, -0.831, -3.468], [5.131, -0.439, -3.056], [0.518, 3.706, -1.537], [-2.681, -0.036, -1.694], [-1.433, 0.452, 0.013], [-2.724, -1.058, 0.905], [-4.039, -0.869, 0.214], [-5.246, -1.174, 0.821], [-6.435, -0.965, 0.142], [-6.417, -0.462, -1.148], [-5.210, -0.163, -1.765], [-4.020, -0.358, -1.086], [-2.237, -0.904, -2.203], [-2.719, 0.798, -2.400], [-2.806, -0.962, 1.988], [-2.305, -2.050, 0.671], [-5.254, -1.562, 1.827], [-7.376, -1.182, 0.623], [-7.343, -0.286, -1.673], [-5.197, 0.236, -2.768], [0.297, -2.999, -0.673], [3.382, -0.468, 3.144], [1.472, -0.583, 2.151], [0.558, -2.286, 3.145], [0.375, 0.995, 3.146], [3.192, -0.538, 4.209], [3.871, 0.471, 2.905], [4.000, -1.297, 2.815], [0.643, -2.142, 4.216], [1.080, -3.194, 2.854], [-0.490, -2.371, 2.859], [0.462, 0.859, 4.220], [-0.675, 0.960, 2.846], [0.800, 1.951, 2.848]], "forces_ev_per_a": [[-0.821, -0.485, 1.024], [0.200, 0.000, 0.121], [-0.390, -0.447, 0.317], [0.101, 0.275, -0.433], [0.527, -0.329, -0.943], [0.529, -0.004, 0.165], [0.145, 0.053, 0.436], [-0.111, 0.066, 0.165], [-0.262, 0.901, -0.495], [0.525, -0.129, -0.127], [0.283, 0.003, -0.046], [0.418, -0.058, -0.037], [0.047, 0.015, -0.025], [0.056, 0.078, 0.033], [0.020, -0.014, 0.002], [0.002, -0.067, -0.012], [-0.136, 0.237, -0.106], [0.059, 0.195, -0.448], [-0.297, 0.237, 0.053], [0.256, -0.072, -0.125], [-1.288, -0.785, -0.208], [0.291, -0.110, 0.050], [-0.084, 0.181, -0.194], [0.032, 0.017, -0.030], [-0.058, -0.005, -0.015], [0.044, 0.015, -0.080], [-0.056, 0.016, 0.040], [0.114, -0.036, 0.177], [-0.005, 0.264, 0.170], [0.115, -0.098, 0.209], [0.093, 0.082, -0.056], [0.071, 0.311, 0.091], [-0.034, -0.050, 0.166], [-0.067, -0.035, 0.041], [-0.087, 0.001, -0.051], [-0.019, 0.054, -0.114], [-0.020, -0.011, 0.042], [-0.328, -0.072, -0.441], [-0.482, -0.278, 0.973], [0.368, 0.419, -0.285], [0.240, -0.255, -0.413], [-0.052, 0.011, 0.160], [-0.048, 0.045, -0.043], [0.013, -0.037, -0.044], [-0.044, -0.044, 0.183], [0.042, -0.050, 0.001], [0.014, 0.098, -0.019], [-0.018, -0.058, 0.064], [0.122, -0.006, 0.126], [-0.021, -0.039, -0.020]], "nbo_charge": [0.466, -0.649, -0.474, -0.744, 2.367, -1.002, -0.971, -1.096, 2.320, -0.999, -1.139, -1.141, 0.234, 0.248, 0.242, 0.504, 0.538, 0.528, 0.520, -0.621, 0.842, -0.662, -0.056, -0.195, -0.190, -0.193, -0.181, -0.077, 0.237, 0.250, 0.240, 0.225, 0.218, 0.226, 0.226, 0.219, 0.179, -0.947, 1.320, -0.993, -0.976, 0.238, 0.246, 0.249, 0.238, 0.239, 0.230, 0.240, 0.224, 0.254]}

{"formula": "C2HF3NP", "method": "ωB97M-V/def2-TZVPD", "e_above_lowest_kj_mol": 323.0, "energy_ha": -772.36871, "e_homo_ev": [-9.47, -9.47], "lumo_ev": [-1.41, -1.41], "species": ["C", "C", "N", "F", "F", "F", "P", "H"], "xyz": [[-1.700, 0.581, -0.187], [1.391, -0.498, -0.424], [-2.183, 0.931, -1.201], [1.430, -0.145, -1.639], [2.504, 0.118, 0.175], [0.640, -1.012, 1.945], [0.156, -1.252, 0.400], [-2.237, 1.276, 0.932]], "forces_ev_per_a": [[-3.782, 4.191, 2.523], [2.709, 1.920, 2.744], [1.137, -1.047, 0.598], [-0.461, -0.164, -2.259], [-1.928, -1.322, -0.449], [-0.109, -0.193, -1.004], [0.136, -0.632, 1.066], [2.297, -2.752, -3.220]], "nbo_charge": [-0.099, 0.314, -0.306, -0.269, -0.332, -0.561, 0.930, 0.322]}